{
  "formula": "C60H156N12O18",
  "method": "ωB97M-V with the def2-TZVPD basis set",
  "lumo_ev": 0.55,
  "e_tot_ev": -119471.5182,
  "mol_weight_g_mol": 1333.974,
  "relative_energy_ev": 3.266,
  "species": ["C", "H", "H", "H", "H", "H", "C", "H", "H", "C", "H", "H", "C", "H", "H", "C", "C", "H", "H", "N", "H", "H", "H", "C", "O", "H", "N", "C", "C", "H", "H", "H", "C", "H", "C", "H", "H", "H", "O", "H", "H", "C", "H", "H", "H", "H", "H", "C", "H", "H", "C", "H", "H", "H", "H", "C", "H", "H", "H", "H", "C", "H", "H", "H", "H", "C", "H", "C", "C", "H", "H", "H", "H", "H", "H", "H", "C", "H", "N", "H", "C", "H", "H", "H", "N", "C", "H", "H", "O", "H", "C", "H", "H", "H", "O", "H", "C", "H", "H", "H", "H", "O", "H", "H", "C", "H", "H", "O", "H", "H", "H", "H", "H", "H", "O", "H", "H", "H", "H", "C", "C", "C", "O", "H", "H", "H", "C", "C", "H", "H", "H", "O", "H", "H", "H", "O", "H", "H", "H", "O", "C", "C", "H", "O", "H", "H", "C", "C", "O", "H", "H", "H", "C", "H", "H", "O", "H", "C", "H", "C", "H", "C", "C", "H", "H", "O", "C", "C", "H", "C", "C", "C", "H", "C", "H", "C", "H", "H", "H", "N", "H", "H", "H", "O", "H", "C", "O", "H", "N", "H", "C", "H", "N", "C", "H", "N", "C", "H", "H", "H", "H", "H", "C", "C", "H", "N", "H", "H", "H", "H", "H", "H", "H", "H", "H", "N", "H", "C", "H", "H", "C", "H", "H", "H", "C", "O", "H", "H", "H", "H", "H", "H", "C", "H", "H", "C", "C", "H", "H", "H", "C", "N", "C", "H", "H", "N"],
  "coordinates": [[-34.31228, 10.15819, 3.73768], [-32.30818, 11.04081, -1.26585], [-31.77004, 10.59234, -2.91500], [-33.50807, 7.70106, 3.44386], [-33.83818, 12.62206, -7.53781], [-26.68224, 5.24225, -1.61863], [-25.01209, 11.47377, -8.93952], [-26.39573, 12.18685, -1.36667], [-38.62588, 9.52107, -6.83854], [-29.64211, 11.17660, -10.81037], [-28.57165, 7.67509, -4.58494], [-37.17558, 12.66530, 2.15697], [-26.53648, 11.12433, -1.16834], [-23.61925, 14.62156, -0.77920], [-26.53113, 10.61475, -2.13187], [-35.03787, 11.41951, 3.19203], [-28.88225, 8.11347, -1.93930], [-24.64501, 9.28960, -8.93779], [-28.91947, 11.13001, -9.99567], [-24.12134, 10.68583, -0.81333], [-35.07857, 9.39728, 3.88570], [-25.67741, 9.69284, 0.17038], [-34.50490, 4.21214, -5.48599], [-31.24678, 17.11926, -8.97127], [-29.66797, 8.58127, -3.06087], [-23.60322, 10.23838, -7.86622], [-30.80303, 9.24767, -9.68843], [-37.96495, 8.79254, -6.36893], [-28.18644, 8.11633, 2.08078], [-30.60636, 4.29509, -7.80198], [-25.17613, 5.09577, -5.94864], [-25.28734, 9.89068, -7.45816], [-31.86800, 7.80810, 2.14353], [-32.10608, 3.93154, -6.12605], [-28.56422, 14.62783, -8.41650], [-26.03026, 10.59833, -10.40438], [-28.81047, 13.80699, -9.09005], [-25.13863, 5.88832, -8.66231], [-33.01189, 5.69136, -5.82551], [-23.88778, 9.91554, -5.62670], [-24.48461, 11.61540, 1.58860], [-32.05088, 4.79733, -5.46616], [-33.45769, 8.11480, -6.15649], [-23.58095, 11.39065, -10.58133], [-36.94459, 7.72579, -4.28591], [-32.56267, 10.52506, -5.77239], [-24.86957, 6.04987, -4.08468], [-28.45190, 9.66090, -7.16537], [-22.54418, 13.35657, -5.29851], [-28.20568, 9.36002, -4.29476], [-25.44984, 10.69152, -0.20237], [-34.71545, 9.42253, -1.07493], [-26.19791, 11.42360, 1.76902], [-25.29321, 16.71796, -7.50390], [-25.50903, 2.49484, -8.42924], [-28.39548, 6.70325, 1.59539], [-31.67978, 8.80339, -9.45603], [-35.16592, 10.15018, -4.16607], [-31.44275, 10.50513, -14.61187], [-29.26020, 6.74108, 0.93288], [-29.75012, 5.53100, -9.19383], [-31.31173, 9.37120, -12.28395], [-26.61600, 7.43229, -7.06021], [-24.88315, 15.34847, -6.39841], [-38.59161, 8.08336, -5.82813], [-28.73043, 11.18618, -7.02386], [-27.90107, 8.58812, -1.94920], [-30.49747, 15.77986, -8.97614], [-25.61416, 3.44901, -8.94558], [-34.18058, 4.54995, -7.12547], [-29.39786, 6.55719, -9.29845], [-30.29890, 9.30593, -8.81519], [-25.39931, 13.75843, -2.68710], [-31.99768, 10.76368, -7.40184], [-31.03094, 8.40465, 1.78082], [-22.48279, 13.47284, -0.65527], [-30.98385, 5.81118, -11.26024], [-24.50802, 13.99904, -4.23336], [-28.66024, 5.74943, 2.68093], [-23.98710, 14.51697, -8.97377], [-32.72154, 8.43471, 3.26714], [-29.91102, 4.68348, -5.24702], [-26.56314, 6.26640, -4.36921], [-34.42159, 11.98739, -0.93437], [-30.38463, 6.09017, -6.79173], [-33.49023, 12.21300, -6.58929], [-27.45984, 6.01075, -6.55680], [-26.86023, 5.90611, -9.08967], [-33.67447, 11.39872, -2.73629], [-25.74048, 8.66346, -5.48588], [-26.50030, 6.35484, -6.94280], [-26.62408, 11.05803, -5.13660], [-34.20355, 12.07347, 2.93840], [-25.31349, 12.19705, -8.18181], [-31.00061, 5.40133, -9.90799], [-24.10031, 10.47737, -3.91490], [-23.16709, 13.76455, -2.54283], [-23.42637, 10.53843, -0.09543], [-32.62033, 19.12424, -8.12374], [-30.56564, 6.16713, -4.74238], [-31.87624, 5.39349, -11.72638], [-26.88178, 15.49802, -6.97048], [-27.85536, 5.74895, 3.29109], [-32.50629, 5.70471, 0.37160], [-34.78396, 11.50119, -1.84013], [-28.79724, 10.81892, -2.34701], [-31.53554, 6.79142, 2.35312], [-32.76306, 7.61243, 1.07346], [-33.06204, 6.76236, -0.78065], [-28.07967, 9.45923, -8.16981], [-28.97662, 4.58604, -7.46349], [-29.42445, 8.31142, -1.01468], [-28.90478, 16.63972, -8.14554], [-32.74401, 14.24163, -6.16601], [-31.83746, 11.33967, -12.63467], [-21.08971, 14.43408, -2.43566], [-30.69784, 15.22075, -9.89012], [-31.33143, 6.86465, -0.41351], [-23.48230, 13.56718, -7.50718], [-29.88735, 5.11258, -7.74880], [-28.83403, 11.36628, -1.40513], [-36.23706, 8.38791, -4.78502], [-33.87914, 9.92866, -7.35680], [-32.28448, 4.42630, -4.46823], [-34.22754, 11.79325, -4.75435], [-31.52295, 13.14336, -6.59449], [-32.18766, 10.99379, -13.98382], [-25.58068, 6.61717, -4.68517], [-21.16630, 14.19479, -6.03296], [-35.53850, 12.16491, -2.26233], [-25.49797, 12.70452, 0.77727], [-21.81258, 15.04047, -4.31285], [-22.24014, 14.27592, -8.53405], [-28.54536, 4.88277, 2.17516], [-36.11222, 10.13404, -0.63800], [-27.75797, 5.11088, 0.07315], [-32.88990, 9.57674, -2.07742], [-36.90181, 9.89962, -2.90767], [-32.48716, 11.90062, -14.50923], [-22.89445, 12.66369, -9.19156], [-30.14647, 9.02493, -5.34911], [-25.38073, 8.15996, -4.58857], [-28.15999, 11.79631, -7.72417], [-27.79385, 11.03522, -0.45115], [-29.18330, 10.68799, -11.66994], [-26.24179, 3.40963, -9.83587], [-29.01768, 8.63324, -4.31833], [-32.44963, 13.20185, -6.02355], [-36.86870, 9.36340, -5.64822], [-34.25295, 8.00453, -7.68734], [-31.01880, 6.90047, -11.27865], [-25.79214, 16.85329, -5.99597], [-31.01413, 10.53049, -10.46828], [-28.93314, 8.41491, 2.81655], [-22.59871, 9.85815, -4.46750], [-31.15387, 17.71091, -7.65573], [-35.03926, 5.73957, -6.17732], [-25.65211, 16.05080, -6.72019], [-31.64777, 19.47249, -6.75623], [-30.66678, 5.41732, -5.52702], [-26.69137, 12.60839, -6.07841], [-31.60423, 19.01503, -7.74464], [-27.00940, 14.81636, -8.18074], [-27.29286, 12.59299, -4.45730], [-27.22095, 8.19827, 2.58000], [-26.22433, 4.24667, -7.95073], [-24.54063, 14.22700, -3.16797], [-32.32168, 6.71916, 0.01817], [-32.24885, 8.59901, 4.23548], [-27.18375, 11.96987, -5.34495], [-33.46586, 8.54256, -7.15902], [-36.38282, 12.25723, 1.52997], [-26.60525, 15.44993, -8.97027], [-26.90810, 4.50973, -0.84371], [-32.23586, 12.93893, -4.98757], [-25.42340, 11.64822, 1.03569], [-28.82246, 12.43297, -1.62909], [-25.99091, 8.60013, -3.79989], [-26.51730, 13.84609, -8.11364], [-23.36419, 13.69665, -1.09477], [-30.39435, 10.05118, -5.07807], [-26.58824, 12.04288, -10.00504], [-29.04154, 4.86119, -9.68103], [-28.52486, 11.72090, -5.75378], [-35.54650, 11.87863, 4.03973], [-35.44215, 10.11636, -1.49753], [-35.92514, 11.12940, 2.10220], [-29.48367, 7.81423, -6.79117], [-33.35490, 9.63526, 2.69038], [-30.97222, 19.66339, -8.35152], [-21.59828, 13.85687, -5.09099], [-28.94539, 14.39581, -7.42203], [-25.36962, 6.08283, -6.04013], [-26.14363, 5.66423, -8.30476], [-33.74013, 10.40514, 4.63197], [-29.09721, 15.92580, -8.83357], [-24.61113, 10.15205, -8.27211], [-30.72918, 17.78504, -9.66187], [-32.72977, 9.82318, -11.63247], [-24.64110, 15.30925, -3.08594], [-20.93734, 13.11952, -4.63539], [-24.61172, 3.78611, -9.20934], [-23.24454, 13.85250, -8.53195], [-35.38496, 9.17333, -3.73494], [-22.33137, 15.69493, -2.32034], [-29.61326, 8.81584, -6.78166], [-27.59319, 9.41342, -6.54131], [-29.84063, 12.21853, -11.06150], [-31.58432, 11.30677, -9.95801], [-28.30449, 8.87612, 1.30819], [-27.36481, 3.63650, -1.30951], [-22.99492, 12.77027, -2.95496], [-26.78540, 6.89094, 0.10557], [-35.63217, 7.63557, -5.29118], [-35.63257, 13.02779, 1.35259], [-36.14455, 9.34260, -2.53837], [-31.27516, 6.33642, -7.19968], [-31.72863, 10.23370, -11.76396], [-30.11593, 5.34934, -11.73087], [-32.53687, 8.36846, -7.70194], [-22.03307, 14.79003, -2.84976], [-24.09072, 11.66015, -1.07766], [-28.69997, 7.03897, -1.92146], [-24.46800, 12.89186, -10.48803], [-32.88757, 10.80710, -6.77388], [-24.03455, 8.41499, -4.22186], [-31.01704, 15.29198, -8.15144], [-31.05707, 8.42751, -5.30443], [-33.83831, 9.36187, 1.84677], [-29.78489, 11.15765, -0.91480], [-29.80881, 11.29644, -7.13809], [-25.96780, 4.11917, -0.45461], [-27.16663, 6.17642, 0.83511], [-32.24363, 16.95182, -9.37913], [-35.12185, 11.31216, -5.92690], [-24.02081, 12.10293, -9.88329], [-32.61285, 10.62065, -2.22436], [-33.13938, 10.46323, -14.01269], [-26.34383, 5.80764, 1.44756], [-37.44822, 8.24879, -7.15976], [-23.67477, 9.72190, -4.57540], [-26.21306, 11.19300, -9.60874], [-34.21359, 5.02863, -6.14675], [-34.55081, 8.50094, -3.53450], [-36.89069, 11.97606, 0.60741], [-34.57245, 12.11257, -5.64831]],
  "forces_ev_per_a": [[-0.442, 0.105, -2.918], [0.272, -0.063, 0.204], [-0.123, 0.421, -0.137], [-0.142, -0.415, 0.280], [-0.231, -0.223, -0.146], [0.293, -0.012, -0.364], [0.180, -0.658, 0.758], [0.224, 0.301, -0.323], [0.384, 0.412, 0.305], [-0.560, -0.202, 0.123], [-0.003, -0.389, -0.040], [-0.136, 0.611, 0.184], [-0.270, 0.609, 1.415], [-0.141, 0.161, 0.241], [-0.126, -0.487, 0.051], [0.898, -1.085, 0.834], [-0.177, 0.181, -0.858], [0.108, 0.188, -0.410], [-0.179, -0.020, 0.222], [-1.049, 0.030, -0.965], [-0.075, -0.178, 0.697], [-0.144, -0.182, -0.091], [0.299, 0.130, 0.650], [1.598, -0.384, -0.413], [0.215, -0.582, 1.138], [0.088, -0.175, 0.049], [-0.513, 0.797, -1.532], [1.151, -0.382, -0.821], [-0.136, 0.387, 0.726], [-0.236, -0.454, -0.078], [-0.270, -0.082, -0.384], [-0.112, 0.284, 0.034], [-0.134, -0.844, 0.106], [0.172, -0.303, -0.265], [2.286, 1.275, 1.079], [-0.102, -0.346, -0.195], [0.044, 0.259, -0.293], [0.100, 0.195, 0.270], [-1.563, 1.164, -0.529], [-0.282, 0.169, -0.005], [0.229, -0.504, -0.135], [1.222, -1.423, 0.482], [0.267, 0.732, 0.338], [-0.202, -0.343, -0.008], [-0.618, 0.461, 0.355], [-0.214, -0.585, 0.231], [0.168, 0.633, 0.448], [0.044, 0.047, 0.927], [-0.161, -0.099, -0.073], [0.006, 0.349, -0.115], [0.388, 0.089, 1.661], [0.565, 0.110, -0.242], [-0.220, 0.015, -0.154], [0.280, -0.585, -0.993], [-0.072, -0.347, -0.634], [0.977, 0.570, 0.573], [-0.242, 0.100, -0.136], [0.744, -0.479, -0.241], [0.353, -0.276, 0.539], [0.107, -0.476, -0.191], [-0.564, 0.456, -0.898], [1.070, 0.028, -0.094], [0.205, 0.104, -0.167], [0.075, -0.086, -0.032], [0.156, 0.076, 0.530], [-0.360, -1.009, -0.024], [0.065, 0.279, 0.254], [-1.986, 1.204, 0.050], [-0.225, -0.364, 0.900], [0.357, 0.099, -0.353], [0.159, 0.256, 0.037], [0.065, 0.549, 0.184], [0.186, -0.165, -0.053], [0.192, 0.203, -0.253], [0.144, 0.317, 0.362], [0.171, -0.073, 0.303], [0.016, -0.308, 0.772], [-0.297, -0.011, -0.029], [-0.337, 0.135, -0.467], [-0.065, -0.266, -0.311], [-0.303, -0.358, -1.872], [0.069, -0.215, -0.452], [-0.483, 0.520, 0.457], [-0.069, -0.116, 0.410], [0.686, -0.939, -0.491], [1.118, 0.037, 0.187], [-0.227, -0.401, -0.037], [-0.178, -0.046, -0.098], [-0.352, 0.027, -0.302], [0.534, -0.035, -0.487], [1.608, -0.424, -0.957], [0.160, -0.062, -0.022], [-0.221, 0.422, -0.689], [0.543, 0.101, 0.371], [-0.101, -0.299, 1.360], [-0.531, 0.093, 0.034], [-1.354, 1.148, -0.542], [0.049, 0.052, 0.060], [-0.228, -0.364, -0.288], [-0.306, 0.175, 0.220], [-0.032, 0.097, 0.033], [-1.012, -0.136, 0.429], [0.164, 0.255, 0.410], [0.814, -0.322, 0.243], [-0.230, -1.228, 0.229], [0.265, -0.244, 0.088], [0.583, 0.080, 0.871], [-0.330, 0.061, -2.006], [0.049, 0.666, -0.121], [-0.494, -0.156, -0.284], [0.324, 0.609, 0.416], [0.007, 0.465, -0.153], [0.198, -0.141, 0.337], [-0.399, -0.078, 0.504], [0.547, 0.203, -0.871], [0.139, -0.076, 0.098], [-0.277, 0.036, -0.090], [0.142, 0.231, 0.417], [-0.459, 0.545, 0.227], [-0.492, -1.369, -0.843], [-0.177, 0.176, 1.170], [0.233, 0.940, 0.371], [1.354, -0.712, 1.703], [0.306, -0.190, 0.387], [0.528, 0.409, 0.384], [0.266, -0.277, 0.008], [-1.054, 0.838, 0.496], [0.191, -0.151, -0.844], [-0.010, -0.069, 0.060], [0.185, 0.013, -0.428], [-0.279, 0.003, -0.393], [-0.301, -0.335, 1.940], [-0.353, 1.157, 0.493], [-0.459, -0.736, 0.251], [-0.281, 0.823, -0.076], [0.083, -0.582, 0.761], [-0.113, -0.073, 0.098], [-0.758, 0.236, 0.619], [0.498, 0.409, 0.236], [-1.310, -0.725, -1.448], [2.402, -0.128, -0.977], [-0.102, -1.387, 1.224], [-0.024, -0.252, -0.507], [0.092, -0.325, -2.229], [-0.030, -0.058, -0.075], [0.036, -0.271, -0.159], [-1.572, -0.258, -0.157], [0.185, -0.541, -0.833], [-0.798, -0.800, 1.155], [0.045, -0.292, -0.084], [0.367, 0.088, -0.488], [-0.075, -0.535, 0.878], [1.528, -0.460, 0.445], [-0.106, -0.337, 0.198], [0.137, -0.371, 0.115], [-0.438, -1.082, -1.252], [0.206, 0.141, 0.107], [0.654, 1.724, 0.433], [0.241, -0.245, 0.201], [-0.257, 0.814, 0.855], [0.347, -0.143, -0.301], [-0.496, 1.472, 0.732], [-1.728, -0.444, -0.513], [0.221, -0.264, 0.218], [0.187, 0.271, -0.086], [0.442, 1.483, -0.900], [1.413, 0.020, -0.018], [-1.569, -0.039, 0.886], [0.420, 0.340, -0.335], [-1.079, 0.495, -0.209], [-1.337, 0.731, -1.530], [-1.828, 1.444, -0.834], [0.180, -0.233, -0.373], [0.449, -0.147, -0.824], [0.002, 0.319, 0.101], [-0.364, -0.127, 0.197], [0.173, 0.198, -0.052], [-0.413, -0.186, 0.330], [0.249, -0.147, -0.206], [0.256, -0.246, -0.311], [-0.111, 0.150, -0.612], [-0.334, 0.208, -0.129], [0.294, -0.076, -0.045], [0.407, 0.033, 1.404], [-0.527, 0.168, -0.064], [0.189, -0.493, 0.286], [2.452, -1.943, 1.781], [0.423, -0.251, -0.565], [0.198, 0.711, 2.367], [0.299, -0.090, -0.264], [-0.286, 0.622, 0.275], [-0.238, -0.490, 0.174], [-0.268, 1.073, 0.090], [-1.156, -0.703, 1.944], [-0.217, -0.044, 0.012], [0.481, -0.765, -0.334], [0.798, 0.486, 0.358], [0.005, 0.285, -0.215], [-0.595, 0.256, 0.741], [-0.061, 0.096, 0.091], [0.227, 0.123, 0.262], [0.090, 0.252, -0.039], [2.009, -0.463, 0.938], [-0.468, -1.639, -1.592], [0.212, 0.392, -0.615], [-0.733, 2.117, 1.297], [0.417, 0.152, 0.287], [0.232, 0.031, -0.112], [-0.250, -0.135, 0.480], [0.483, -0.145, -0.320], [-0.489, 0.191, 0.073], [0.443, -0.088, 0.265], [0.252, 0.397, 0.018], [0.417, 0.474, -0.822], [0.207, 0.012, -0.133], [-0.402, 1.000, 0.574], [-0.380, 0.650, 0.201], [-1.028, -1.345, -0.901], [0.219, 0.409, -0.425], [0.283, -0.084, 0.381], [-0.422, -1.284, -2.024], [1.074, 0.347, -0.228], [-0.149, -0.339, -0.529], [-0.404, 0.115, 0.006], [-0.342, 0.590, -0.707], [-0.176, -0.006, -0.895], [0.274, -0.827, 0.387], [0.253, -0.217, 0.429], [-0.240, -0.023, 0.046], [0.026, -0.096, -0.036], [-0.049, 0.227, -0.618], [0.223, 0.259, 0.515], [-1.615, 0.022, -1.694], [-0.436, 0.241, 0.607], [-0.639, -0.022, -0.396], [1.726, 0.029, 0.507], [-0.063, -0.122, 0.181], [0.080, -0.740, 0.225], [-0.044, 0.063, 0.341], [-0.538, -0.390, -0.488], [0.854, 0.330, 0.006], [-2.137, -0.197, -1.326], [-0.784, 0.042, -0.565], [0.609, 0.562, 0.029], [0.224, 0.146, -0.262], [-1.095, -0.062, 0.031]]
}